1.
{
  "formula": "C24H40HgN8S5",
  "method": "ωB97M-V/def2-TZVPD",
  "multiplicity": 2,
  "energy_ha": -3520.672912,
  "total_charge": 1,
  "gap_ev": [5.17, 6.02],
  "homo_energy_ev": [-8.61, -9.45],
  "species": ["Hg", "N", "C", "S", "N", "N", "C", "C", "C", "C", "C", "C", "C", "C", "C", "C", "C", "C", "N", "H", "H", "H", "H", "H", "H", "H", "H", "H", "H", "H", "C", "C", "S", "C", "C", "S", "C", "C", "S", "H", "H", "H", "H", "H", "H", "H", "H", "H", "H", "H", "H", "C", "N", "C", "S", "N", "C", "H", "H", "H", "H", "H", "H", "H", "H", "N", "C", "C", "N", "H", "H", "H", "H", "H", "H", "H", "H", "H"],
  "positions_angstrom": [[0.1775, 2.1501, 0.2867], [-1.7585, 1.0883, -3.9712], [-1.6396, 1.2675, -2.6133], [-1.3286, 2.8827, -2.0945], [-1.7295, 0.1196, -1.9555], [-1.5445, 0.0432, -0.6296], [-1.7808, -1.1265, -0.1147], [-2.2545, -2.2579, -0.9627], [-1.4566, -3.3817, -1.1489], [-1.8878, -4.4270, -1.9529], [-3.1220, -4.3552, -2.5807], [-3.9132, -3.2255, -2.4198], [-3.4782, -2.1802, -1.6211], [-1.5996, -1.3358, 1.3372], [-1.8782, -2.5705, 1.9305], [-1.7092, -2.7195, 3.2955], [-1.2647, -1.6436, 4.0455], [-1.0404, -0.4469, 3.3864], [-1.2112, -0.2925, 2.0775], [-2.0051, 1.9073, -4.5006], [-2.1935, 0.2222, -4.2556], [-0.4840, -3.4224, -0.6732], [-1.2594, -5.2975, -2.0947], [-3.4658, -5.1795, -3.1920], [-4.8693, -3.1601, -2.9229], [-4.0900, -1.2955, -1.5013], [-2.2432, -3.3855, 1.3230], [-1.9330, -3.6668, 3.7695], [-1.1247, -1.7205, 5.1146], [-0.7367, 0.4431, 3.9258], [3.5300, -0.3027, 4.7981], [3.9371, 0.9050, 3.9581], [2.8007, 1.2639, 2.5666], [3.8764, 0.9908, 1.1295], [4.2175, -0.4613, 0.8191], [2.7859, -1.4750, 0.3161], [2.7097, -2.7388, 1.6267], [2.3752, -2.1863, 3.0079], [3.8870, -1.8988, 3.9958], [2.4729, -0.2820, 5.0583], [4.1209, -0.3159, 5.7144], [4.9368, 0.7513, 3.5539], [3.9360, 1.8025, 4.5783], [4.7970, 1.5572, 1.2834], [3.3146, 1.4471, 0.3104], [4.6529, -0.9586, 1.6830], [4.9405, -0.4954, 0.0001], [3.6565, -3.2786, 1.6256], [1.9210, -3.4118, 1.2912], [1.7584, -2.8954, 3.5594], [1.8479, -1.2419, 2.9197], [-4.4721, 2.2259, 0.5347], [-3.1906, 2.6373, 1.0784], [-2.6117, 3.8319, 1.0746], [-1.2182, 4.0868, 2.0464], [-3.1058, 4.8816, 0.4035], [-3.9443, 4.8771, -0.7914], [-4.9472, 1.5524, 1.2474], [-4.3471, 1.6941, -0.4122], [-5.1240, 3.0798, 0.3887], [-2.6097, 1.9118, 1.4761], [-2.5637, 5.7138, 0.5618], [-4.9828, 5.1173, -0.5564], [-3.8852, 3.9169, -1.2945], [-3.5638, 5.6305, -1.4777], [4.1377, 0.8362, -4.7589], [2.9829, 0.2149, -4.0109], [2.3608, 1.2234, -3.0352], [1.3505, 0.6389, -2.2074], [4.6323, 0.1532, -5.3324], [4.7982, 1.2328, -4.0885], [3.8112, 1.5918, -5.3624], [3.3588, -0.6439, -3.4558], [2.2441, -0.1339, -4.7296], [1.9178, 2.0536, -3.5928], [3.1534, 1.6351, -2.3960], [1.6655, -0.1693, -1.6830], [0.5029, 0.4015, -2.7088]],
  "lowdin_spin": [0.420, 0.004, 0.008, 0.138, 0.012, 0.033, 0.011, 0.002, 0.001, 0.000, 0.000, 0.000, 0.000, 0.002, 0.002, 0.000, 0.001, 0.001, 0.013, 0.002, 0.000, 0.000, 0.000, 0.000, 0.000, 0.000, 0.000, 0.000, 0.000, 0.000, 0.000, 0.008, 0.063, 0.014, 0.001, 0.010, 0.001, 0.000, 0.000, 0.000, 0.000, 0.001, 0.000, 0.000, 0.019, 0.000, 0.000, 0.000, 0.000, 0.000, 0.000, 0.000, 0.005, 0.014, 0.148, 0.014, 0.003, 0.000, 0.000, 0.000, 0.000, 0.001, 0.000, 0.001, 0.000, 0.001, 0.001, 0.003, 0.038, 0.000, 0.000, 0.000, 0.000, 0.000, 0.000, 0.001, 0.001, 0.000]
}

2.
{
  "formula": "C3HF2NO",
  "method": "ωB97M-V/def2-TZVPD",
  "energy_ha": -444.591697,
  "smiles": "N#CC(F)(F)C=O",
  "total_charge": 0,
  "gap_ev": 11.08,
  "homo_energy_ev": -11.59,
  "species": ["N", "C", "C", "F", "F", "C", "O", "H"],
  "positions_angstrom": [[-1.7860, -1.9050, 0.1586], [-1.1039, -1.0170, -0.0567], [-0.2683, 0.2624, -0.3410], [-1.0301, 1.2801, 0.2091], [-0.1880, 0.5351, -1.6623], [1.1297, 0.2983, 0.3606], [1.2118, -0.1430, 1.4590], [2.0349, 0.6891, -0.1274]],
  "nbo_charge": [-0.237, 0.186, 0.566, -0.310, -0.299, 0.369, -0.434, 0.159]
}

3.
{
  "formula": "C2HBrClF3",
  "method": "ωB97M-V/def2-TZVPD",
  "energy_ha": -3410.500621,
  "total_charge": 0,
  "gap_ev": 9.52,
  "homo_energy_ev": -10.21,
  "species": ["C", "C", "F", "F", "F", "Cl", "Br", "H"],
  "positions_angstrom": [[-0.2640, 1.8498, 0.1968], [0.4477, -1.4535, 0.0986], [0.5503, 2.5483, -0.5720], [1.3987, -1.7055, -0.7352], [0.1981, -2.4956, 0.8488], [-1.7440, 2.6616, 0.2476], [-1.1828, -0.9359, -0.8689], [0.5960, -0.4692, 0.7844]],
  "nbo_charge": [0.289, 0.517, -0.324, -0.305, -0.318, 0.024, -0.060, 0.177]
}

4.
{
  "formula": "C33H88O33S11",
  "method": "ωB97M-V/def2-TZVPD",
  "energy_ha": -8172.910072,
  "smiles": "CCOS(C)(=O)=O.CCOS(C)(=O)=O.CCOS(C)(=O)=O.CCOS(C)(=O)=O.CCOS(C)(=O)=O.CCOS(C)(=O)=O.CCOS(C)(=O)=O.CCOS(C)(=O)=O.CCOS(C)(=O)=O.CCOS(C)(=O)=O.CCOS(C)(=O)=O",
  "total_charge": 0,
  "gap_ev": 11.06,
  "homo_energy_ev": -10.89,
  "species": ["C", "C", "O", "S", "C", "O", "O", "H", "H", "H", "H", "H", "H", "H", "H", "C", "C", "O", "S", "C", "O", "O", "H", "H", "H", "H", "H", "H", "H", "H", "C", "C", "O", "S", "C", "O", "O", "H", "H", "H", "H", "H", "H", "H", "H", "C", "C", "O", "S", "C", "O", "O", "H", "H", "H", "H", "H", "H", "H", "H", "C", "C", "O", "S", "C", "O", "O", "H", "H", "H", "H", "H", "H", "H", "H", "C", "C", "O", "S", "C", "O", "O", "H", "H", "H", "H", "H", "H", "H", "H", "C", "C", "O", "S", "C", "O", "O", "H", "H", "H", "H", "H", "H", "H", "H", "C", "C", "O", "S", "C", "O", "O", "H", "H", "H", "H", "H", "H", "H", "H", "C", "C", "O", "S", "C", "O", "O", "H", "H", "H", "H", "H", "H", "H", "H", "C", "C", "O", "S", "C", "O", "O", "H", "H", "H", "H", "H", "H", "H", "H", "C", "C", "O", "S", "C", "O", "O", "H", "H", "H", "H", "H", "H", "H", "H"],
  "positions_angstrom": [[13.6531, 13.9761, 10.3184], [13.2682, 15.4509, 10.4440], [13.6325, 15.8906, 11.8157], [12.9038, 17.1854, 12.2595], [11.4330, 16.4913, 13.0962], [13.6637, 17.8523, 13.2477], [12.4826, 17.9156, 11.0620], [13.1845, 13.5121, 9.4672], [13.1887, 13.4555, 11.1740], [14.6762, 13.8857, 10.2602], [13.8751, 16.1403, 9.8491], [12.2428, 15.6758, 10.1417], [10.7777, 16.0614, 12.3548], [10.9422, 17.3148, 13.6460], [11.8066, 15.7163, 13.7476], [21.3468, 21.2856, 16.2982], [20.3373, 21.4718, 15.1435], [20.8294, 20.5333, 14.0718], [20.0094, 20.4150, 12.7747], [20.3070, 18.6781, 12.3586], [18.5726, 20.5006, 13.0933], [20.5205, 21.2968, 11.7678], [20.9205, 21.9263, 17.0418], [22.3540, 21.5182, 15.8650], [21.3883, 20.3028, 16.8269], [19.2895, 21.2107, 15.3790], [20.3427, 22.4455, 14.6882], [19.6819, 17.9398, 12.9792], [21.3508, 18.4060, 12.2994], [19.9316, 18.5686, 11.3276], [17.2033, 25.6994, 17.0817], [17.8201, 25.5292, 18.4089], [17.1015, 24.4846, 19.2352], [17.6255, 23.0166, 19.0860], [16.1218, 22.0797, 19.0336], [18.1817, 22.8340, 17.7582], [18.4493, 22.6847, 20.1750], [17.9176, 26.3364, 16.5333], [16.1576, 26.1378, 17.1105], [17.2035, 24.7320, 16.5505], [18.8767, 25.2431, 18.4260], [17.6788, 26.3139, 19.1674], [16.4989, 21.1100, 18.9199], [15.5435, 22.4942, 18.1967], [15.5872, 22.1590, 19.9688], [8.4407, 17.0680, 14.8728], [9.4057, 16.8853, 16.0537], [10.3873, 15.7786, 16.0235], [10.0715, 14.4132, 16.7804], [10.5545, 14.7716, 18.3952], [8.6748, 14.1318, 16.6516], [11.0307, 13.5003, 16.2919], [8.0842, 18.1188, 14.7962], [7.5631, 16.5518, 15.0687], [8.8675, 16.7606, 13.8859], [10.0432, 17.7807, 16.1736], [8.8697, 16.8090, 16.9421], [10.0039, 15.6793, 18.8036], [11.6232, 14.9719, 18.2856], [10.4152, 13.9456, 19.0465], [11.4811, 20.8006, 13.9008], [12.8798, 21.2001, 13.4010], [13.5002, 22.3105, 14.1645], [14.1856, 22.1671, 15.5307], [15.8175, 22.3615, 14.9347], [13.8410, 23.1934, 16.4376], [13.9966, 20.7868, 15.9709], [11.1194, 20.0963, 13.1152], [10.8802, 21.6914, 13.7333], [11.4858, 20.3302, 14.8561], [13.6487, 20.3774, 13.3056], [12.8124, 21.6906, 12.3743], [15.7594, 23.3637, 14.5049], [15.9807, 21.5778, 14.1670], [16.6482, 22.2861, 15.7005], [17.1910, 17.8911, 10.4164], [16.1277, 18.7841, 10.8554], [15.8970, 19.7713, 9.7880], [15.8125, 21.3561, 10.1941], [17.5422, 21.9339, 10.2860], [15.2267, 21.9242, 9.0189], [15.1753, 21.4864, 11.4543], [17.1623, 17.5021, 9.4068], [17.2858, 17.0976, 11.1419], [18.1574, 18.4951, 10.4041], [15.1617, 18.3056, 10.9951], [16.3904, 19.2078, 11.7780], [18.1023, 21.3064, 9.6316], [17.8488, 21.7514, 11.2867], [17.3895, 23.0087, 10.0908], [12.1976, 18.2275, 23.0637], [12.3480, 17.6259, 21.7548], [12.3344, 18.7514, 20.8519], [12.0489, 18.4161, 19.2932], [12.4762, 19.9775, 18.5986], [12.9231, 17.3879, 18.8853], [10.6504, 18.2239, 19.1922], [12.9462, 18.9636, 23.3708], [12.1498, 17.4576, 23.8377], [11.2642, 18.7192, 23.0307], [13.2482, 17.1217, 21.5812], [11.5554, 16.9241, 21.4422], [12.1970, 20.0450, 17.5258], [13.5796, 19.9904, 18.7108], [11.8298, 20.7234, 19.0740], [16.5726, 9.7292, 15.7968], [15.6739, 10.9051, 15.4714], [15.1079, 10.6616, 14.1389], [14.1845, 11.7517, 13.5603], [12.5306, 11.1326, 13.9320], [14.2488, 13.0404, 14.2199], [14.4433, 11.6866, 12.1394], [16.9617, 9.8952, 16.8022], [17.3292, 9.4136, 15.0993], [15.9077, 8.8248, 15.8814], [14.8933, 11.0053, 16.2786], [16.1535, 11.9212, 15.3784], [11.8241, 11.9566, 13.6145], [12.5630, 10.9517, 15.0060], [12.3899, 10.2679, 13.2995], [18.9125, 16.7965, 21.9090], [18.3170, 18.0980, 21.4524], [17.6774, 18.6998, 22.6628], [16.1203, 18.6187, 22.8773], [15.5163, 19.8637, 21.7243], [15.6995, 17.3436, 22.3986], [15.8478, 19.0248, 24.2078], [18.1215, 16.1118, 22.1031], [19.5661, 16.8091, 22.7861], [19.5744, 16.3963, 21.1251], [19.0515, 18.6680, 20.9590], [17.5506, 17.9278, 20.7032], [16.1774, 20.7917, 21.5120], [14.5229, 20.1043, 22.1301], [15.2511, 19.2742, 20.8689], [17.6346, 13.7866, 17.1150], [18.3361, 14.8925, 16.3219], [18.8397, 14.4038, 14.9891], [18.5917, 15.1246, 13.5940], [17.3261, 14.1349, 12.8505], [18.0415, 16.4665, 13.7220], [19.7804, 14.9516, 12.7876], [17.2743, 14.0750, 18.0764], [18.2574, 12.8925, 17.2301], [16.7616, 13.4937, 16.4908], [17.6991, 15.6082, 16.1303], [19.2340, 15.2349, 16.8556], [16.8436, 14.8366, 12.1905], [16.5881, 13.7354, 13.6038], [17.7679, 13.3342, 12.2464], [14.6970, 15.9975, 16.1693], [15.1116, 17.3985, 16.4985], [16.5603, 17.2170, 16.9731], [17.2946, 18.3954, 17.6929], [17.5418, 19.6144, 16.4560], [16.4617, 18.9661, 18.7293], [18.5029, 17.8353, 18.1379], [14.7167, 15.4019, 17.0689], [15.4389, 15.6667, 15.4064], [13.7384, 15.9104, 15.7077], [15.2003, 18.1274, 15.6461], [14.5578, 17.8360, 17.3541], [17.6989, 20.6865, 16.8227], [16.6896, 19.6852, 15.8196], [18.2995, 19.2268, 15.7623]],
  "lowdin_charge": [-0.042, -0.208, -0.259, 0.540, -0.088, -0.265, -0.296, 0.084, 0.071, 0.049, 0.115, 0.117, 0.068, 0.058, 0.057, -0.043, -0.179, -0.274, 0.569, -0.102, -0.332, -0.272, 0.056, 0.099, 0.095, 0.076, 0.118, 0.073, 0.069, 0.048, -0.075, -0.217, -0.264, 0.546, -0.099, -0.329, -0.242, 0.093, 0.114, 0.064, 0.120, 0.131, 0.010, 0.066, 0.067, -0.050, -0.215, -0.273, 0.531, -0.129, -0.262, -0.273, 0.097, 0.044, 0.077, 0.120, 0.085, 0.094, 0.069, 0.066, -0.047, -0.209, -0.271, 0.518, -0.119, -0.257, -0.312, 0.087, 0.083, 0.051, 0.108, 0.138, 0.080, 0.075, 0.066, -0.057, -0.250, -0.241, 0.609, -0.077, -0.282, -0.280, 0.088, 0.066, 0.086, 0.092, 0.094, 0.065, 0.006, 0.085, -0.059, -0.276, -0.268, 0.550, -0.107, -0.261, -0.277, 0.081, 0.103, 0.075, 0.085, 0.131, 0.069, 0.071, 0.089, -0.063, -0.237, -0.254, 0.543, -0.096, -0.301, -0.290, 0.081, 0.076, 0.098, 0.141, 0.093, 0.095, 0.066, 0.063, -0.070, -0.206, -0.254, 0.544, -0.108, -0.273, -0.260, 0.061, 0.086, 0.086, 0.106, 0.081, 0.103, 0.057, 0.027, -0.035, -0.171, -0.251, 0.588, -0.106, -0.311, -0.286, 0.077, 0.084, 0.061, 0.004, 0.136, 0.048, 0.065, 0.084, -0.045, -0.154, -0.283, 0.543, -0.108, -0.303, -0.248, 0.088, 0.089, 0.069, 0.120, 0.090, 0.075, 0.039, 0.081]
}

5.
{
  "formula": "C5H9IO5",
  "method": "ωB97M-V/def2-TZVPD",
  "energy_ha": -869.681522,
  "total_charge": 0,
  "gap_ev": [8.04, 6.93],
  "homo_energy_ev": [-7.68, -7.32],
  "species": ["C", "C", "C", "C", "C", "O", "O", "O", "O", "O", "I", "H", "H", "H", "H", "H", "H", "H", "H", "H"],
  "positions_angstrom": [[-0.2051, -0.5950, -0.8329], [-1.6774, -0.5070, -0.8681], [0.4439, -0.1571, 0.5566], [-1.3952, 1.0060, 1.4161], [1.9503, 0.0379, 0.3469], [-0.0770, 1.0256, 1.0835], [0.2701, -1.8936, -1.0946], [-2.2487, 0.3791, -1.7074], [-1.9276, 2.2184, 1.5883], [2.2292, 1.0977, -0.5252], [-1.8905, -0.3620, 3.0792], [0.2178, 0.0581, -1.6032], [-2.2859, -1.2411, -0.3660], [0.2757, -0.9852, 1.2623], [2.3638, -0.8589, -0.1152], [2.4271, 0.1955, 1.3237], [-0.1440, -2.5151, -0.4864], [-3.2071, 0.3953, -1.5989], [-1.2523, 2.8991, 1.7352], [1.8045, 1.8952, -0.1864]],
  "nbo_charge": [-0.026, 0.138, 0.059, 0.446, -0.081, -0.568, -0.697, -0.657, -0.706, -0.710, -0.063, 0.219, 0.167, 0.190, 0.208, 0.169, 0.467, 0.492, 0.484, 0.470]
}